(1)
# C19H35N3O10PS

A cluster of 4 separate species, C19H35N3O10PS in total at a distorted geometry (ωB97M-V with the def2-TZVPD basis set, the Open Molecules 2025 dataset).

Its spin multiplicity is 1. For the highest occupied orbital energy, the calculation gives -11.81 eV. The LUMO energy is -2.64 eV. Its charge is +1.

Each line ends with the Löwdin charge.
Positions of all 69 atoms, in Å:
C -6.931 -5.920 0.254  -0.171
C -6.005 -5.006 -0.544  -0.551
S -4.307 -5.323 -0.001  0.897
C -3.445 -4.034 -0.930  -0.432
N -2.646 -3.155 -0.064  0.074
C -1.708 -3.557 0.749  -0.412
N -1.398 -4.905 0.892  0.066
C -1.023 -4.995 2.319  -0.115
C -0.484 -3.599 2.670  -0.118
N -0.999 -2.754 1.549  -0.150
P -1.363 -1.026 1.617  0.934
C -0.205 -0.597 2.942  -0.234
O -2.794 -1.191 2.445  -0.289
H -7.966 -5.611 0.127  0.079
H -6.821 -6.956 -0.068  0.075
H -6.685 -5.891 1.317  0.065
H -6.264 -3.957 -0.390  0.077
H -6.088 -5.227 -1.608  0.078
H -2.803 -4.474 -1.694  0.072
H -4.163 -3.395 -1.438  0.095
H -2.834 -2.162 -0.107  0.115
H -0.642 -5.179 0.272  0.144
H -0.306 -5.795 2.477  0.131
H -1.923 -5.217 2.890  0.126
H -0.885 -3.253 3.618  0.120
H 0.604 -3.567 2.670  0.122
H -0.576 -0.901 3.920  0.052
H 0.768 -1.056 2.753  0.056
H -0.055 0.484 2.905  0.035
H -3.246 -0.331 2.472  0.067
C 3.219 4.463 -0.847  -0.009
C 2.143 3.993 0.092  -0.303
C 2.633 3.130 1.241  -0.072
O 1.513 2.254 1.474  0.045
C 0.811 2.168 0.323  -0.580
O -0.058 1.369 0.134  0.085
O 1.219 3.083 -0.560  0.099
H 2.841 5.199 -1.554  0.096
H 4.029 4.921 -0.282  0.067
H 3.611 3.619 -1.416  0.100
H 1.546 4.828 0.468  0.157
H 2.859 3.682 2.148  0.141
H 3.493 2.523 0.951  0.142
C -0.056 -2.852 -3.518  -0.016
C 0.453 -4.176 -4.031  -0.326
C 0.497 -5.284 -2.992  -0.119
O 1.596 -6.077 -3.417  0.065
C 2.439 -5.281 -4.136  -0.550
O 3.533 -5.580 -4.462  0.192
O 1.833 -4.098 -4.411  0.089
H -0.249 -2.157 -4.333  0.091
H -0.993 -3.014 -2.979  0.068
H 0.667 -2.387 -2.848  0.096
H -0.115 -4.503 -4.905  0.161
H -0.407 -5.889 -2.959  0.135
H 0.717 -4.882 -1.995  0.125
C 2.850 10.662 0.159  -0.018
C 2.877 9.209 0.554  -0.320
C 3.301 8.928 1.986  -0.086
O 3.950 7.653 1.873  0.060
C 4.414 7.534 0.607  -0.571
O 5.172 6.692 0.243  0.146
O 3.893 8.493 -0.180  0.089
H 2.397 10.796 -0.821  0.088
H 2.272 11.235 0.886  0.093
H 3.865 11.057 0.124  0.097
H 1.922 8.723 0.335  0.155
H 2.475 8.855 2.688  0.138
H 4.029 9.659 2.344  0.142

Force components x, y, z for each atom (eV/Å):
0.21 -0.03 0.03
-0.29 -0.08 -0.07
-0.01 0.03 0.00
0.28 -0.11 -0.04
0.04 0.11 -0.48
0.33 0.18 -0.49
-0.26 -0.07 0.33
0.16 -0.07 0.00
0.29 -0.07 -0.31
-0.83 -0.22 0.86
-0.03 -0.06 -0.15
0.25 0.11 -0.14
0.09 0.37 0.15
-0.01 -0.07 -0.02
-0.07 0.02 -0.04
-0.10 0.11 0.01
0.09 -0.01 0.11
0.00 0.04 0.01
0.04 -0.01 0.07
-0.05 -0.05 0.05
0.02 0.03 0.04
-0.15 -0.07 -0.15
0.02 0.04 0.00
-0.01 -0.02 -0.04
0.09 0.10 0.01
0.00 0.08 0.14
-0.03 -0.01 0.00
0.01 0.06 -0.01
-0.04 -0.05 0.08
-0.07 -0.34 -0.02
-0.10 -0.13 -0.18
0.07 0.01 0.10
0.00 -0.02 -0.03
0.07 -0.02 0.00
0.02 0.04 -0.01
-0.02 -0.02 0.08
-0.02 0.07 -0.04
-0.02 0.00 0.02
-0.01 -0.03 -0.05
0.05 -0.02 0.07
0.00 0.00 0.01
-0.07 0.00 0.02
0.02 0.02 0.00
0.04 0.10 -0.08
-0.04 -0.05 0.09
-0.04 0.02 0.01
0.04 0.00 0.07
-0.07 0.01 -0.01
0.07 -0.03 -0.03
-0.01 0.04 -0.03
0.00 0.00 0.00
-0.02 0.05 -0.01
0.00 -0.10 0.07
0.00 0.00 -0.01
0.04 -0.07 -0.04
-0.03 0.04 0.00
0.08 -0.01 -0.08
-0.02 0.01 0.06
0.04 0.01 -0.02
0.00 0.03 0.04
0.05 0.08 -0.01
0.01 0.01 0.08
-0.06 0.02 -0.06
0.01 -0.01 -0.01
-0.02 0.00 -0.01
0.00 0.02 0.08
-0.01 0.00 0.02
-0.01 -0.06 -0.01
-0.01 0.02 0.00

=====

(2)
# C19H35N4O17S3

A cluster of 8 separate species, C19H35N4O17S3 in total at a distorted geometry (ωB97M-V with the def2-TZVPD basis set, the Open Molecules 2025 dataset).

The expectation value of S² is 0.7564. Its spin multiplicity is 2. For the highest occupied orbital energy (spin up / spin down), the calculation gives -9.84 / -9.84 eV. The LUMO energy (spin up / spin down) is -0.71 / -6.04 eV. Its charge is 0.

Each line ends with the Löwdin spin population.
Positions of all 78 atoms, in Å:
C -0.640 0.044 0.645  0.034
C -0.346 -0.289 -0.769  0.031
O -0.050 0.643 -1.594  0.198
O -0.447 -1.504 -1.112  0.717
H 0.284 0.147 1.213  0.001
H -1.175 -0.764 1.144  0.005
H -1.211 0.967 0.749  0.008
O 4.096 1.311 -3.927  0.000
C 3.347 0.552 -3.317  0.000
N 2.111 0.485 -3.703  -0.001
C 3.679 -0.165 -2.034  0.000
H 1.481 0.165 -2.981  -0.002
H 1.942 0.867 -4.622  0.000
H 3.694 -1.202 -2.370  0.000
H 2.935 -0.154 -1.236  0.000
H 4.629 0.076 -1.558  0.000
O 2.303 4.568 0.736  0.001
C 1.889 3.806 -0.119  0.000
N 2.048 2.508 -0.159  0.002
C 1.071 4.316 -1.346  0.000
H 1.328 2.026 -0.678  0.002
H 2.666 1.878 0.333  0.000
H 1.426 4.238 -2.374  0.000
H 0.721 5.301 -1.035  0.000
H 0.200 3.666 -1.263  0.000
O -5.347 -1.299 -0.835  0.000
C -4.185 -1.639 -0.576  0.000
N -3.429 -1.656 -1.636  -0.001
C -3.833 -1.994 0.787  0.000
H -3.890 -1.377 -2.490  0.000
H -2.437 -1.846 -1.614  -0.001
H -4.454 -2.875 0.952  0.000
H -4.064 -1.274 1.572  0.000
H -2.809 -2.360 0.716  0.000
N 2.185 -5.155 2.802  0.000
C 2.278 -4.646 4.007  0.000
C 1.957 -3.302 4.221  0.000
C 1.448 -2.504 3.128  0.000
C 1.251 -3.108 1.919  0.001
C 1.819 -4.441 1.745  0.000
H 2.556 -5.210 4.885  0.000
H 2.023 -2.952 5.241  0.000
H 1.105 -1.488 3.253  0.000
H 0.866 -2.530 1.092  0.001
H 1.967 -4.894 0.775  0.000
C 0.054 -3.728 -3.421  0.000
C 1.380 -3.378 -2.711  0.001
O 2.341 -3.624 -3.707  0.001
S 1.988 -4.827 -4.797  0.000
O 2.358 -6.113 -4.249  0.000
O 2.364 -4.569 -6.199  0.000
O 0.444 -4.623 -4.487  0.000
H -0.517 -2.917 -3.874  0.000
H -0.627 -4.279 -2.773  0.000
H 1.566 -4.091 -1.908  0.000
H 1.521 -2.326 -2.462  0.000
C 0.962 2.115 4.930  0.000
C 0.315 0.986 4.218  0.000
O -0.912 1.387 3.686  0.000
S -1.173 2.970 3.841  0.000
O -2.466 3.177 4.542  0.000
O -0.908 3.656 2.566  0.000
O 0.138 3.179 4.791  0.000
H 1.821 2.450 4.348  0.000
H 1.219 1.887 5.964  0.000
H 0.115 0.209 4.956  0.000
H 0.905 0.600 3.387  0.000
C -2.657 3.181 -0.901  0.000
C -3.773 3.281 0.189  0.000
O -4.448 4.477 0.035  0.000
S -3.430 5.631 -0.668  0.000
O -2.995 6.711 0.186  0.000
O -3.852 5.855 -2.063  0.000
O -2.221 4.525 -0.769  0.000
H -3.007 3.024 -1.921  0.000
H -1.882 2.478 -0.595  0.000
H -3.156 3.329 1.087  0.000
H -4.454 2.431 0.209  0.000

Force components x, y, z for each atom (eV/Å):
-0.13 -0.60 0.94
0.17 3.95 -0.37
-0.53 -3.31 1.17
0.45 -0.18 -0.85
0.23 0.17 -0.23
-0.19 -0.03 -0.03
0.10 -0.02 -0.25
0.87 -1.14 0.36
2.75 3.22 0.72
-2.35 -1.42 -0.10
0.39 -1.05 0.00
-0.84 0.20 -1.02
-0.72 0.05 0.40
0.39 -0.39 0.31
-0.45 0.38 -0.24
0.00 0.20 -0.55
0.14 -0.51 -0.17
0.38 3.75 -0.81
-0.38 -3.97 -0.44
-0.81 -0.30 1.90
0.43 -0.09 -0.35
0.10 0.89 0.50
0.58 0.05 0.42
0.15 0.09 -0.57
-0.46 0.09 -0.47
-0.37 -0.02 1.03
-4.87 2.05 -0.57
3.51 -0.54 -1.53
1.11 -1.56 0.16
0.17 -0.11 0.12
-0.36 -0.03 -0.22
0.02 -0.05 0.37
0.26 0.13 -0.41
0.31 0.09 0.98
0.90 -1.23 -1.57
-1.12 2.55 0.31
-0.52 0.37 -1.01
0.04 -1.36 1.95
1.91 -1.83 -0.85
-1.17 1.80 1.53
0.16 -0.61 -0.30
0.08 0.48 -0.08
0.12 0.02 0.32
-0.05 -0.17 -0.24
-0.35 -0.12 -0.11
0.04 -0.41 -0.17
-0.40 -0.67 -0.98
2.17 -0.39 -2.10
0.30 -0.53 0.10
-0.11 1.61 -0.49
-1.10 0.34 3.74
-1.00 -0.22 -0.84
0.41 0.25 0.01
0.13 -0.09 -0.01
-0.10 0.36 0.39
-0.26 -0.26 0.30
2.42 0.02 -0.87
0.08 -2.32 0.08
-1.27 0.86 -0.37
-1.36 1.50 -0.27
3.81 -0.56 -1.79
-0.76 -1.61 2.62
-3.66 2.86 0.18
0.76 -0.54 0.50
-0.18 0.23 -0.02
-0.08 -0.38 -0.35
0.22 -0.01 0.22
-1.98 1.03 0.73
1.68 -2.01 -0.08
-0.16 2.78 -0.90
0.69 -1.72 -2.31
-1.14 -1.85 -1.02
0.25 -0.06 3.36
1.12 1.68 -0.11
-0.01 -0.26 0.01
0.09 0.37 -0.18
-0.37 -0.17 0.50
-0.24 0.30 -0.04

=====

(3)
# C19H35N5O4RbV

A structure of composition C19H35N5O4RbV at a distorted geometry (ωB97M-V with the def2-TZVPD basis set, the Open Molecules 2025 dataset).

Its spin multiplicity is 1. For the highest occupied orbital energy (spin up / spin down), the calculation gives -15.35 / -15.32 eV. The LUMO energy (spin up / spin down) is -9.08 / -9.12 eV. Its charge is +2.

Each line ends with the Löwdin charge.
Positions of all 65 atoms, in Å:
N 1.745 -0.766 1.141  0.045
C 2.332 -0.744 2.195  -0.351
O 2.408 -0.838 3.428  -0.024
Rb 0.003 -1.938 3.672  1.160
V 0.644 -0.215 -0.293  1.135
N -0.103 -1.510 -1.311  -0.140
N 1.743 0.783 -1.391  -0.139
C 0.567 -2.557 -2.079  -0.628
C 3.180 1.055 -1.412  -0.627
C -0.393 -3.682 -2.506  -0.017
C 1.169 -1.903 -3.336  -0.007
C 1.632 -3.156 -1.198  -0.040
C 3.506 1.949 -0.212  -0.026
C 3.600 1.766 -2.698  -0.019
C 3.923 -0.255 -1.254  -0.036
H -0.950 -4.049 -1.664  0.094
H 0.230 -4.514 -2.908  0.122
H -1.065 -3.365 -3.297  0.090
H 0.401 -1.635 -4.044  0.087
H 1.839 -2.651 -3.836  0.128
H 1.769 -1.023 -3.090  0.053
H 2.416 -2.433 -0.900  0.058
H 2.135 -3.970 -1.736  0.112
H 1.193 -3.559 -0.284  0.096
H 2.972 2.894 -0.265  0.083
H 4.615 2.165 -0.224  0.128
H 3.266 1.458 0.731  0.063
H 3.203 2.776 -2.762  0.092
H 3.326 1.191 -3.583  0.095
H 4.713 1.850 -2.687  0.122
H 5.008 -0.040 -1.259  0.119
H 3.714 -0.913 -2.098  0.084
H 3.674 -0.752 -0.329  0.047
C -1.449 -1.116 -1.802  -0.047
H -2.049 -0.589 -1.025  0.083
H -1.399 -0.482 -2.713  0.113
H -2.011 -2.029 -2.049  0.104
C 0.874 1.698 -2.109  -0.079
H -0.185 1.541 -1.858  0.085
H 1.119 2.756 -1.879  0.124
H 0.970 1.558 -3.212  0.123
C -2.816 -0.500 4.485  -0.108
C -3.579 0.264 3.420  -0.159
C -2.718 1.082 2.452  -0.306
C -3.593 1.886 1.474  -0.154
C -4.695 1.108 0.747  -0.060
C -1.903 2.095 3.226  -0.372
O -2.130 2.494 4.355  0.157
N -0.814 2.611 2.522  0.224
C -0.167 2.030 1.442  -0.483
O 0.858 2.533 0.979  0.073
N -0.672 0.800 1.004  0.066
C -1.684 0.227 1.741  -0.367
O -1.648 -1.049 1.858  -0.148
H -2.450 -1.442 4.075  -0.001
H -3.472 -0.733 5.319  0.099
H -1.993 0.118 4.893  0.082
H -4.179 -0.462 2.842  0.130
H -4.291 0.951 3.891  0.146
H -4.092 2.687 2.056  0.149
H -2.965 2.397 0.741  0.120
H -5.360 0.585 1.474  0.092
H -5.311 1.790 0.165  0.088
H -4.270 0.351 0.060  0.077
H -0.336 3.419 2.916  0.188

Force components x, y, z for each atom (eV/Å):
0.74 0.10 -1.23
-2.37 -0.64 5.12
1.51 0.76 -5.18
-0.09 -0.78 0.72
0.55 1.57 0.18
-0.79 0.79 0.79
-2.01 -1.13 1.40
0.57 -0.13 -1.08
0.94 0.28 0.83
0.81 -0.10 -0.42
0.93 -0.95 -0.20
0.97 -0.15 0.33
1.30 0.37 -0.06
0.78 -0.24 -0.08
0.88 0.09 -0.72
-0.33 -0.28 0.41
-0.47 0.60 0.29
-0.10 -0.04 -0.08
-0.28 0.15 -0.23
-0.57 0.70 0.38
-0.07 -0.15 -0.07
-0.39 -0.27 -0.23
-0.09 0.21 0.22
-0.02 -0.09 -0.04
0.01 0.03 0.08
-1.15 -0.20 0.01
0.00 0.10 -0.08
-0.05 0.03 -0.05
-0.01 0.05 -0.07
-0.85 -0.06 0.00
-0.52 -0.19 0.07
0.09 -0.10 0.05
0.04 -0.13 0.23
-0.53 0.56 0.29
0.52 -0.27 -0.41
0.11 -0.38 0.42
0.24 0.38 0.21
-0.07 0.39 -0.92
-0.13 -0.01 0.14
-0.20 -0.66 0.16
-0.11 -0.06 0.72
0.35 0.23 0.33
-0.52 -0.42 -0.32
0.15 -0.54 0.31
-0.76 0.79 -0.32
0.09 -0.88 0.49
0.22 1.18 1.72
0.00 -0.62 -1.76
0.44 -0.01 -0.47
0.71 1.07 0.13
-1.49 -1.03 0.18
0.83 0.41 -0.99
0.23 -4.12 0.07
-0.59 3.52 -1.05
-0.23 0.13 0.19
-0.01 -0.04 0.07
-0.26 -0.38 -0.06
0.31 0.41 0.21
0.22 -0.02 -0.12
0.37 -0.37 -0.13
0.05 0.01 0.03
0.45 0.43 -0.69
0.05 0.03 -0.03
-0.25 0.25 0.28
-0.14 -0.18 0.01